No. 1
The following is a quantum chemistry calculation of a molecular structure, ClH7N2Si2 at a distorted geometry, from the Open Molecules 2025 dataset.

Computed properties:
energy above the lowest of the compared OMol25 structures with the same formula, charge and spin = 64.66 kcal per mole
E_HOMO = -9.01 eV
calculated total energy = -31371.4731 eV
gap between HOMO and LUMO = 9.1185 eV

Cartesian coordinates (Å):
1 N 1.779749 0.597572 1.377355
2 N -1.042328 1.721599 -0.423206
3 Si -0.812074 -1.606813 -0.425932
4 Si 0.165244 0.485020 -0.426813
5 Cl 1.473917 0.831692 -2.045701
6 H 1.287143 0.098477 2.101498
7 H 2.466010 -0.091307 1.063363
8 H -1.698276 1.782722 0.299858
9 H -0.784884 2.664159 -0.605842
10 H 0.370915 -2.411884 -0.955900
11 H -2.257981 -1.990509 -1.088543
12 H -0.947433 -2.080728 1.129863

Atoms 1-6, force components in eV/Å:
N -2.19 -0.04 -2.96
N 1.44 -0.65 -0.78
Si -0.87 -2.04 1.25
Si 2.14 1.11 1.79
Cl -0.81 -0.19 0.79
H -0.39 -0.20 0.48

---

No. 2
The following is a quantum chemistry calculation of 2 unconnected molecules or ions with the total composition ClH8N3Si2 at a distorted geometry, from the Open Molecules 2025 dataset.

Computed properties:
energy above the lowest of the compared OMol25 structures with the same formula, charge and spin = 49.91 kcal per mole
structure (SMILES) = N/[Si](Cl)=N/[SiH3].N
E_HOMO = -9.29 eV
calculated total energy = -32879.4230 eV
gap between HOMO and LUMO = 9.3471 eV

Cartesian coordinates (Å):
1 N -0.556511 -2.694101 -0.909452
2 Si -0.687320 -1.529687 0.323665
3 Cl -2.401074 -1.802917 1.180685
4 N 0.619272 -0.619985 0.636848
5 Si 1.332429 0.342592 1.844047
6 H 0.107901 -2.527465 -1.590903
7 H -1.324084 -3.270047 -1.038484
8 H 1.169787 1.670216 1.605256
9 H 2.695369 0.068741 1.787184
10 H 0.607332 0.013618 3.137681
11 N -0.386835 2.751562 -1.763610
12 H -1.317692 2.480430 -1.999162
13 H 0.322658 2.510372 -2.409452
14 H -0.181231 2.606671 -0.804304

Atoms 1-6, force components in eV/Å:
N -0.42 1.91 2.85
Si 4.52 0.79 -1.02
Cl -1.91 -0.12 1.11
N -2.26 -1.18 -0.63
Si -2.23 -2.68 0.51
H 1.28 -0.18 -1.69

---

No. 3
The following is a quantum chemistry calculation of ClHNO2P in the gas phase at a distorted geometry, from the Open Molecules 2025 dataset.

Computed properties:
energy above the lowest of the compared OMol25 structures with the same formula, charge and spin = 34.58 kcal per mole
structure (SMILES) = O=[N+]([O-])PCl
E_HOMO = -10.98 eV
calculated total energy = -27408.9147 eV
gap between HOMO and LUMO = 9.7717 eV

Cartesian coordinates (Å):
1 O 1.209889 1.429383 -0.057250
2 N -0.027213 0.806804 0.018454
3 O -1.034555 1.420559 0.188273
4 P 0.272725 -0.742696 -0.647097
5 Cl -1.273902 -1.933450 -0.024972
6 H 0.853056 -0.980601 0.522593

Atomic forces in eV per Å
O -4.68 -2.93 0.50
N 3.51 5.93 -0.59
O 0.14 -0.71 0.38
P -0.15 -1.79 -1.48
Cl -0.52 0.16 -0.24
H 1.70 -0.66 1.43

---

No. 4
The following is a quantum chemistry calculation of ClHNO2P in the gas phase at a distorted geometry, from the Open Molecules 2025 dataset.

Computed properties:
energy above the lowest of the compared OMol25 structures with the same formula, charge and spin = 30.25 kcal per mole
structure (SMILES) = O=[N+]([O-])PCl
E_HOMO = -10.56 eV
calculated total energy = -27409.1027 eV
gap between HOMO and LUMO = 9.3642 eV

Cartesian coordinates (Å):
1 O -0.843482 -1.539779 -0.526721
2 N 0.049655 -0.824329 -0.139117
3 O 1.367146 -1.239012 0.032942
4 P -0.094286 0.703147 0.743416
5 Cl -1.572336 1.575426 -0.251482
6 H 1.093304 1.324548 0.140961

Atomic forces in eV per Å
O 1.21 1.29 0.31
N 4.73 -3.71 0.22
O -5.62 1.77 -0.85
P 1.43 0.72 0.73
Cl -0.63 0.48 -0.56
H -1.12 -0.56 0.15